(1)
This record from the Open Molecules 2025 dataset describes a structure of composition C36H39N9NaO5S2. The level of theory is ωB97M-V with the def2-TZVPD basis set.

Geometry as XYZ:
```
92
Properties=species:S:1:pos:R:3:forces:R:3:lowdin_charge:R:1
Na 0.066 -0.369 -0.674 0.03 0.13 0.29 0.25
N 1.758 -0.091 4.118 0.00 0.01 -0.07 0.02
C 1.519 0.250 2.787 -0.05 0.26 0.21 -0.91
S 0.084 1.164 2.487 0.00 -0.07 -0.04 0.58
N 2.468 -0.112 1.974 0.16 -0.10 -0.03 -0.04
N 2.211 -0.015 0.638 0.06 0.26 -0.23 -0.01
C 3.190 0.364 -0.091 -0.19 -0.13 0.01 -0.10
C 3.060 0.383 -1.563 -0.05 0.01 0.17 -0.27
C 3.953 1.109 -2.345 0.01 -0.02 0.00 -0.04
C 3.761 1.145 -3.717 0.00 0.00 0.02 -0.07
C 2.701 0.445 -4.268 0.00 0.00 0.01 -0.06
C 1.875 -0.271 -3.411 0.03 0.00 -0.08 -0.11
N 2.048 -0.304 -2.099 -0.04 -0.04 0.06 0.11
H 1.335 0.552 4.766 -0.01 -0.03 0.02 0.04
H 2.726 -0.308 4.307 -0.03 -0.03 -0.03 0.07
H 4.133 0.686 0.356 0.00 -0.04 0.00 0.11
H 4.768 1.647 -1.878 0.00 0.00 0.01 0.11
H 4.431 1.718 -4.347 0.00 -0.01 0.00 0.10
H 2.511 0.451 -5.332 -0.01 -0.01 -0.01 0.10
H 1.037 -0.848 -3.790 -0.01 0.00 -0.01 0.11
O -1.883 0.698 -1.374 -0.21 -0.07 -0.03 -0.03
C -2.517 0.136 -2.537 0.10 0.03 0.02 -0.30
C -1.857 -1.270 -2.833 -0.07 0.06 -0.06 -0.63
O -2.099 -1.732 -3.953 -0.03 -0.05 -0.05 0.01
O -1.210 -1.768 -1.886 0.19 0.00 0.04 -0.03
C -3.973 -0.179 -2.243 -0.02 -0.01 0.03 -0.14
C -4.888 -0.346 -3.279 0.02 0.00 0.00 -0.01
C -6.198 -0.707 -3.012 -0.02 -0.01 0.00 -0.08
C -6.612 -0.921 -1.704 -0.01 0.00 0.01 -0.10
C -5.700 -0.778 -0.669 0.00 0.01 0.00 -0.10
C -4.388 -0.408 -0.936 -0.03 0.01 0.00 -0.02
C -2.366 1.142 -3.669 -0.04 0.01 0.00 -0.14
C -3.116 2.315 -3.612 0.01 0.01 -0.01 -0.04
C -2.938 3.326 -4.543 -0.01 0.01 0.01 -0.08
C -2.004 3.175 -5.557 0.00 0.00 -0.01 -0.10
C -1.260 2.006 -5.629 0.01 0.02 -0.02 -0.08
C -1.442 0.996 -4.696 0.02 -0.02 0.00 -0.01
H -2.010 1.657 -1.400 0.09 0.03 0.03 0.08
H -4.554 -0.205 -4.299 0.00 0.00 -0.01 0.13
H -6.898 -0.831 -3.829 0.00 0.00 0.00 0.10
H -7.635 -1.209 -1.493 -0.01 0.00 -0.01 0.09
H -6.015 -0.974 0.349 0.01 0.00 0.03 0.08
H -3.658 -0.309 -0.142 0.02 0.00 0.00 0.10
H -3.847 2.444 -2.820 0.00 0.00 0.01 0.13
H -3.525 4.233 -4.472 0.00 0.00 0.00 0.10
H -1.858 3.962 -6.286 0.00 0.00 0.00 0.09
H -0.533 1.876 -6.422 0.00 0.00 0.00 0.10
H -0.889 0.072 -4.777 0.00 0.01 0.00 0.10
C -2.482 2.668 4.276 0.04 -0.01 0.02 -0.10
N -3.337 1.957 3.360 -0.03 0.00 0.00 -0.17
C -4.116 0.817 3.808 -0.01 0.00 0.03 -0.12
C -4.865 0.421 2.537 0.01 -0.03 -0.01 -0.16
N -4.863 1.678 1.802 0.00 -0.06 -0.02 0.03
C -3.849 2.485 2.230 0.00 0.06 0.02 -0.85
S -3.376 3.899 1.489 0.01 0.03 -0.04 0.62
H -1.857 1.951 4.804 -0.01 -0.01 0.00 0.07
H -3.072 3.258 4.986 0.01 0.01 0.00 0.09
H -1.828 3.324 3.711 -0.03 0.03 0.00 0.03
H -4.807 1.118 4.607 0.01 -0.01 -0.01 0.12
H -3.464 0.029 4.190 0.00 0.01 -0.01 0.12
H -5.878 0.074 2.737 0.01 0.01 0.00 0.11
H -4.330 -0.358 1.987 0.02 -0.03 0.00 0.08
H -5.087 1.695 0.819 0.01 0.02 0.00 0.11
N 0.260 -6.514 1.076 0.02 -0.02 0.01 0.15
C -0.179 -5.468 1.263 0.00 -0.01 -0.02 -0.18
C -0.745 -4.176 1.521 0.01 0.09 0.07 -0.20
C -1.916 -4.052 2.257 0.00 -0.07 0.00 -0.02
C -2.408 -2.784 2.498 -0.04 0.07 0.02 -0.04
C -1.714 -1.695 1.993 -0.01 0.05 0.01 -0.13
N -0.604 -1.812 1.272 -0.16 0.22 -0.01 0.09
C -0.130 -3.015 1.049 0.21 -0.53 -0.23 -0.06
H -2.421 -4.933 2.631 0.00 -0.01 0.00 0.12
H -3.314 -2.644 3.072 0.00 0.03 -0.01 0.10
H -2.027 -0.673 2.179 -0.03 0.02 0.00 0.06
H 0.776 -3.082 0.457 0.01 -0.04 -0.02 0.13
O -1.041 3.584 -1.343 0.04 0.07 0.07 0.08
C 0.205 3.163 -1.093 -0.10 -0.10 0.04 -0.47
O 0.764 2.362 -1.796 0.07 0.01 -0.14 0.12
C 0.804 3.703 0.192 0.08 0.01 0.08 -0.26
N -0.044 4.772 0.748 0.08 -0.07 -0.01 -0.02
C 0.756 5.998 0.873 -0.03 0.00 0.02 -0.20
C 1.875 5.808 -0.146 -0.01 0.00 0.00 -0.17
C 2.190 4.318 -0.012 -0.02 0.03 -0.02 -0.12
H 0.845 2.837 0.863 -0.03 0.04 -0.04 0.04
H -0.470 4.481 1.620 -0.04 0.03 -0.04 0.07
H -1.226 4.233 -0.618 -0.02 -0.04 -0.04 0.08
H 1.179 6.100 1.880 0.01 0.00 -0.01 0.11
H 0.146 6.881 0.671 0.01 0.00 0.01 0.11
H 2.730 6.457 0.043 0.00 0.00 0.00 0.10
H 1.501 6.021 -1.151 0.00 0.01 0.00 0.12
H 2.800 4.135 0.875 0.01 0.01 0.00 0.12
H 2.698 3.886 -0.874 0.00 0.00 -0.01 0.11
```
Forces are in eV/Å.

Charge: -1
Relative energy (zero: lowest compared OMol25 entry of this formula, charge and spin) in kcal per mole: 24.3
LUMO level in eV: 2.02
Spin multiplicity: 1
Calculated total energy in Eh: -3223.135104

(2)
This record from the Open Molecules 2025 dataset describes a cluster of 12 separate species, H26NO11 in total in a non-equilibrium geometry. The level of theory is ωB97M-V with the def2-TZVPD basis set.

Geometry as XYZ:
```
38
Properties=species:S:1:pos:R:3:forces:R:3:lowdin_charge:R:1
N -0.490 -0.013 0.685 -0.27 0.40 -2.05 0.32
H -0.192 0.637 1.393 0.07 0.23 0.62 0.12
H -0.724 0.592 -0.128 0.91 -0.24 0.26 0.11
H -1.381 -0.439 0.801 -1.39 -0.78 1.19 0.08
H 0.148 -0.777 0.445 0.22 0.48 0.04 0.09
O -1.015 -2.540 -1.331 1.87 1.09 0.09 -0.05
H -1.467 -3.264 -1.712 -0.93 -1.26 -0.82 0.04
H -0.074 -2.694 -1.581 -1.22 0.18 0.36 0.05
O -2.123 3.707 -0.833 -2.46 2.36 0.73 -0.02
H -2.554 2.918 -0.542 -0.64 -0.84 0.12 -0.02
H -1.367 3.441 -1.277 2.65 -0.78 -1.33 -0.04
O 2.416 -1.963 0.523 -1.14 -0.42 -1.86 -0.04
H 3.298 -1.703 0.710 1.48 0.44 0.40 0.05
H 2.428 -2.184 -0.443 0.08 0.15 1.35 0.09
O -0.761 2.993 1.204 -2.05 -2.79 1.37 -0.02
H 0.013 3.463 1.149 2.81 1.91 -0.24 0.00
H -1.429 3.482 0.718 -0.08 0.50 -0.44 0.00
O -3.029 1.252 -0.461 1.08 -0.30 0.49 0.00
H -2.948 1.214 -1.405 0.02 -0.06 -0.99 0.07
H -3.938 1.074 -0.301 -1.31 -0.32 0.45 0.07
O 0.231 -3.408 1.119 -0.04 -0.07 -0.03 -0.05
H 1.124 -3.070 1.199 0.33 0.31 0.46 -0.02
H 0.386 -4.105 0.481 -0.44 -0.48 -0.08 0.04
O 1.044 -0.229 -2.030 -0.43 0.08 -0.28 -0.04
H 1.467 -1.029 -2.331 0.25 -0.30 -0.43 0.04
H 0.518 0.058 -2.796 0.20 -0.02 0.37 0.09
O 2.110 1.171 0.051 -0.32 -0.24 -0.50 -0.07
H 2.593 1.061 0.882 0.25 -0.03 -0.11 0.01
H 2.178 0.354 -0.476 0.08 0.72 0.48 0.01
O 3.023 0.356 2.431 0.83 -0.47 0.63 -0.03
H 3.697 -0.046 3.004 0.18 0.69 -0.12 0.09
H 2.373 -0.336 2.457 -0.93 -0.40 -0.09 0.03
O 0.461 2.889 -1.514 -0.20 -0.43 0.67 -0.04
H 0.778 2.816 -2.398 0.37 0.22 -1.17 0.04
H 1.083 2.335 -1.011 -0.02 0.15 0.34 0.00
O -2.826 -2.362 1.051 -0.77 1.56 -0.06 -0.02
H -2.636 -2.766 1.881 0.24 -0.58 0.84 0.03
H -2.414 -2.885 0.387 0.73 -0.66 -0.66 -0.01
```
Forces are in eV/Å.

Charge: +1
Relative energy (zero: lowest compared OMol25 entry of this formula, charge and spin) in kcal per mole: 24.3
LUMO level in eV: -3.71
Spin multiplicity: 1
Calculated total energy in Eh: -897.756567

(3)
This record from the Open Molecules 2025 dataset describes a cluster of 7 separate species, C29H39Br12FN2O2 in total in a non-equilibrium geometry. The level of theory is ωB97M-V with the def2-TZVPD basis set.

Geometry as XYZ:
```
85
Properties=species:S:1:pos:R:3:forces:R:3:lowdin_charge:R:1
C -2.171 1.281 2.813 -0.37 -0.09 -0.40 -0.10
C -2.515 -0.135 2.307 -0.20 0.71 -0.59 -0.23
C -1.330 -0.842 1.692 0.48 -0.48 0.74 -0.21
N -0.318 -1.207 2.725 -0.11 -0.35 -0.54 0.03
C 0.833 -1.753 2.090 -0.19 0.35 0.54 -0.16
C 0.932 -3.144 1.899 0.17 0.42 -0.22 -0.23
N -0.101 -3.965 2.393 0.22 -0.19 -0.21 0.10
C 2.042 -3.674 1.249 -0.42 0.51 0.38 -0.10
C 3.045 -2.838 0.780 0.39 0.30 0.54 -0.22
C 2.948 -1.470 0.970 -0.05 0.36 0.58 -0.22
C 1.849 -0.914 1.646 0.04 -0.17 -0.18 -0.03
C 1.823 0.578 1.857 0.03 -0.05 0.32 -0.26
O 1.352 1.115 2.837 0.04 -0.10 -0.44 0.12
C 2.473 1.371 0.768 -0.39 -0.34 0.41 -0.09
C 2.013 2.648 0.483 0.39 0.01 -0.08 0.01
C 2.621 3.370 -0.530 -0.37 0.05 0.27 0.02
C 3.651 2.780 -1.239 -0.16 0.22 0.03 -0.26
F 4.210 3.483 -2.236 0.11 -0.01 -0.11 0.07
C 4.120 1.517 -0.963 0.39 -0.05 -0.10 0.07
C 3.531 0.805 0.069 -0.09 0.26 -0.15 -0.11
C 4.005 -0.557 0.451 0.23 -0.17 0.04 -0.35
O 5.166 -0.887 0.333 -0.21 -0.05 -0.22 0.12
H -1.097 1.449 2.864 0.01 -0.13 0.39 0.05
H -2.673 1.483 3.757 0.30 0.07 0.12 0.01
H -2.570 2.005 2.097 0.06 0.06 0.02 0.03
H -3.244 -0.005 1.501 -0.12 -0.21 0.07 0.09
H -3.021 -0.730 3.070 0.26 -0.16 0.07 0.10
H -0.807 -0.208 0.974 -0.23 0.11 -0.09 0.12
H -1.636 -1.762 1.173 -0.17 0.19 -0.26 0.11
H -0.715 -1.946 3.296 -0.05 0.13 0.16 0.11
H -1.003 -3.730 1.999 -0.05 0.06 0.11 0.08
H 0.096 -4.935 2.186 -0.10 -0.04 0.07 0.09
H 2.048 -4.740 1.110 0.04 -0.04 -0.10 0.02
H 3.932 -3.188 0.252 -0.46 0.33 0.24 0.01
H 1.206 3.066 1.068 -0.02 0.00 0.01 0.12
H 2.284 4.374 -0.746 0.12 0.01 -0.22 0.12
H 4.933 1.112 -1.551 0.03 -0.09 0.08 0.14
Br 3.153 -1.359 -5.304 0.08 0.00 0.03 0.61
C 1.895 -2.609 -4.505 0.01 0.09 -0.21 -0.69
C 1.094 -1.953 -3.412 0.11 0.00 0.16 -0.64
Br 2.144 -1.739 -1.781 -0.56 -0.08 -0.84 0.91
H 2.472 -3.457 -4.150 -0.03 -0.01 0.05 0.03
H 1.246 -2.928 -5.318 -0.03 0.01 0.02 0.06
H 0.252 -2.581 -3.128 0.02 -0.03 -0.01 0.06
H 0.735 -0.968 -3.691 0.01 -0.01 -0.06 0.05
Br -5.150 3.828 3.098 0.08 0.00 0.02 0.64
C -4.940 4.770 4.785 0.05 0.11 -0.26 -0.67
C -3.658 4.357 5.454 0.00 -0.06 0.24 -0.68
Br -3.825 2.588 6.240 0.01 -0.03 0.04 0.64
H -5.821 4.555 5.381 0.02 -0.03 0.03 0.05
H -4.925 5.829 4.536 0.05 0.00 0.00 0.06
H -3.413 5.024 6.278 -0.06 0.02 0.00 0.06
H -2.824 4.315 4.761 -0.01 0.00 -0.03 0.05
Br -3.524 2.462 -1.178 0.06 0.03 0.00 0.61
C -4.120 4.229 -0.619 -0.04 -0.24 0.05 -0.70
C -5.091 4.828 -1.599 0.06 0.19 -0.08 -0.70
Br -4.194 5.489 -3.194 -0.03 -0.06 -0.01 0.60
H -3.227 4.832 -0.489 -0.02 0.04 -0.02 0.05
H -4.598 4.075 0.344 -0.03 0.06 -0.01 -0.02
H -5.580 5.696 -1.163 0.01 -0.02 0.04 0.06
H -5.840 4.118 -1.932 0.01 -0.03 0.03 0.05
Br -8.643 3.121 3.143 -0.29 -0.04 -0.02 0.58
C -8.916 1.636 4.366 0.09 0.17 0.03 -0.69
C -7.632 0.880 4.598 -0.03 -0.19 -0.01 -0.70
Br -7.178 -0.254 3.085 0.06 0.07 -0.01 0.60
H -9.701 1.018 3.944 0.04 -0.05 0.00 0.05
H -9.264 2.082 5.295 0.03 -0.02 0.02 0.06
H -7.737 0.205 5.444 -0.03 0.02 0.01 0.06
H -6.783 1.537 4.760 -0.02 0.03 0.00 0.01
Br 2.568 -6.848 -2.872 0.01 0.09 0.01 0.60
C 4.451 -6.672 -2.409 -0.08 -0.18 -0.10 -0.69
C 4.697 -6.951 -0.950 0.14 0.17 0.19 -0.65
Br 4.121 -5.450 0.146 0.80 -1.41 -0.56 0.88
H 4.750 -5.669 -2.696 0.02 0.01 0.04 0.05
H 4.971 -7.398 -3.030 0.00 -0.02 0.02 0.06
H 5.762 -7.067 -0.761 0.01 0.01 -0.05 0.06
H 4.171 -7.829 -0.590 -0.02 -0.02 -0.08 0.05
Br 4.437 0.201 -9.560 0.02 0.06 0.01 0.60
C 6.314 0.175 -9.051 -0.13 -0.14 -0.11 -0.70
C 6.495 -0.227 -7.612 0.12 0.12 0.14 -0.70
Br 6.042 1.221 -6.396 -0.08 -0.05 0.01 0.60
H 6.710 1.162 -9.262 0.02 0.01 0.04 0.05
H 6.781 -0.554 -9.709 0.02 -0.01 0.03 0.06
H 7.539 -0.456 -7.410 0.01 0.00 -0.05 0.06
H 5.877 -1.074 -7.333 -0.02 -0.01 -0.04 0.03
```
Forces are in eV/Å.

Charge: 0
SMILES: CCCNc1c(N)ccc2c1C(=O)c1ccc(F)cc1C2=O.BrCCBr.BrCCBr.BrCCBr.BrCCBr.BrCCBr.BrCCBr
LUMO level in eV: -0.35
Spin multiplicity: 1
Calculated total energy in Eh: -32376.474920

(4)
This record from the Open Molecules 2025 dataset describes a structure of composition C20H21AsF3N7OS2Tc. The level of theory is ωB97M-V with the def2-TZVPD basis set.

Geometry as XYZ:
```
56
Properties=species:S:1:pos:R:3:forces:R:3:mulliken_spin:R:1
Tc -0.283 -0.455 -0.014 -0.23 -0.03 -0.52 0.96
C 2.832 -0.188 4.003 -0.02 0.01 0.01 0.00
N 1.375 -0.059 3.962 0.02 -0.02 0.03 0.00
C 0.513 -0.372 5.000 0.04 0.00 -0.02 0.00
C -0.738 -0.157 4.561 -0.01 0.03 -0.02 0.00
N -0.633 0.296 3.246 -0.05 0.04 0.01 0.00
C 0.676 0.337 2.894 0.01 -0.02 -0.01 0.01
S 1.356 0.717 1.367 0.09 0.15 0.18 -0.04
C -1.752 0.758 2.499 0.03 -0.11 0.05 0.00
C -2.725 1.477 3.168 -0.03 0.02 0.02 0.00
C -3.871 1.846 2.484 0.00 0.00 0.00 0.01
C -3.997 1.494 1.151 0.00 -0.01 0.01 0.00
C -2.964 0.804 0.552 0.01 0.03 0.00 0.02
N -1.849 0.434 1.205 0.02 0.01 -0.07 -0.02
H 3.119 -0.453 5.016 0.00 -0.01 0.00 0.00
H 3.294 0.757 3.731 0.00 0.00 0.00 0.00
H 3.152 -0.966 3.313 0.00 0.00 -0.01 0.00
H 0.870 -0.732 5.949 0.00 -0.01 0.00 0.00
H -1.687 -0.307 5.042 0.01 0.00 0.00 0.00
H -2.580 1.747 4.204 0.00 0.00 -0.01 0.00
H -4.649 2.402 2.989 0.00 0.00 0.00 0.00
H -4.877 1.745 0.578 0.00 0.00 0.00 0.00
H -3.011 0.527 -0.492 0.01 0.01 0.00 0.00
F 0.143 -3.423 -5.567 -0.05 0.05 0.05 0.00
C -0.448 -2.733 -4.594 -0.01 0.00 -0.02 0.00
F -1.428 -3.476 -4.076 0.03 0.01 -0.03 0.00
F -1.010 -1.636 -5.142 0.01 -0.06 0.03 0.00
C 0.546 -2.314 -3.535 0.02 -0.01 -0.06 -0.01
C 1.910 -2.417 -3.748 0.01 -0.03 0.01 0.02
C 2.811 -1.971 -2.782 -0.01 -0.01 -0.01 -0.01
C 2.314 -1.409 -1.627 -0.01 -0.02 0.00 0.02
N 0.994 -1.306 -1.430 0.00 0.01 0.00 -0.02
C 0.109 -1.760 -2.336 -0.03 -0.01 0.03 0.01
S -1.518 -1.509 -1.723 0.11 0.04 0.11 -0.05
H 2.271 -2.857 -4.669 0.00 0.00 0.00 0.00
H 3.877 -2.065 -2.928 0.00 0.00 -0.01 0.00
H 2.953 -1.041 -0.834 -0.01 0.00 0.01 0.00
N -0.925 -4.622 4.770 0.00 -0.05 0.02 0.01
C -0.565 -4.292 3.728 -0.05 0.27 0.00 -0.01
N -0.115 -3.905 2.545 0.11 -0.48 -0.11 0.06
C -0.201 -2.923 1.841 0.01 0.45 0.17 0.08
N -0.198 -1.963 1.119 -0.03 -0.29 -0.03 -0.06
C -0.592 3.928 -2.012 -0.02 0.00 0.01 0.00
As 0.324 2.274 -2.222 0.05 -0.08 -0.10 0.00
C 0.038 1.544 -3.959 0.00 -0.02 -0.01 0.00
C 2.189 2.495 -1.889 0.01 -0.01 0.02 0.00
O -0.327 1.204 -1.081 -0.04 0.11 0.28 0.02
H -0.208 4.645 -2.737 0.00 0.00 0.00 0.00
H -0.426 4.295 -1.002 -0.01 0.00 0.00 0.00
H -1.654 3.764 -2.184 0.00 0.01 0.00 0.00
H 0.374 2.254 -4.714 0.00 0.00 0.00 0.00
H -1.024 1.341 -4.084 0.00 -0.01 -0.01 0.00
H 0.601 0.617 -4.048 0.00 0.00 -0.02 0.00
H 2.593 3.222 -2.593 0.00 0.00 0.00 0.00
H 2.689 1.538 -2.027 0.01 0.01 0.00 0.00
H 2.328 2.850 -0.869 0.01 0.00 -0.01 0.00
```
Forces are in eV/Å.

Charge: +2
<S²>: 0.87
Relative energy (zero: lowest compared OMol25 entry of this formula, charge and spin) in kcal per mole: 0.0
LUMO level (alpha / beta) in eV: -8.12 / -7.63
Spin multiplicity: 2
Calculated total energy in Eh: -4645.343323